C59H44AlN2O3S4 | ωB97M-V/def2-TZVPD

Calculated values
Orbital gap in eV: 5.3
ΔE to the lowest compared entry with this formula, charge and spin in kcal/mol: 31.5
Charge: -1
Max |F| in eV/Å: 1.0

```
113
Properties=species:S:1:pos:R:3:forces:R:3:mulliken_charge:R:1
C -1.628 -2.603 -3.577 0.026 0.066 0.028 -0.084
C -0.378 -3.322 1.585 0.034 -0.033 0.033 -0.645
C 1.510 -1.782 -1.857 -0.322 0.141 -0.147 -1.070
C -5.452 1.653 2.118 0.007 -0.005 -0.043 -0.856
C 3.695 3.906 0.592 0.295 0.186 0.141 -0.498
H 0.367 -1.233 6.656 0.079 -0.052 0.001 0.452
H -0.837 -3.647 2.509 -0.014 0.036 -0.010 0.631
C 1.637 -0.263 -6.454 0.047 0.017 -0.042 -0.874
C 1.913 -1.423 5.096 -0.128 -0.070 0.152 -1.053
H -2.689 -2.152 -0.994 0.016 -0.033 -0.015 -0.106
H -4.184 -1.986 2.996 0.012 0.002 0.007 0.481
H -0.670 -0.097 2.110 0.050 -0.064 0.184 -1.099
C 0.982 2.766 2.994 0.008 0.041 -0.096 0.196
H 3.209 2.046 -4.550 -0.004 -0.006 -0.002 0.420
C -0.686 4.653 3.091 -0.207 -0.208 -0.249 -0.807
H 2.910 1.399 -6.927 -0.027 0.012 0.000 0.386
S 0.369 0.618 5.040 0.263 -0.029 -0.052 -0.059
C -2.763 1.998 -2.685 -0.099 -0.156 0.123 -0.286
H -2.188 -5.753 -4.697 -0.009 0.003 0.027 0.385
H 1.529 -4.365 -0.988 0.013 0.038 -0.023 0.578
C 1.263 3.730 3.928 0.008 0.146 -0.096 -0.105
C -0.762 3.882 -3.036 0.126 -0.046 0.136 -0.821
H 0.278 -5.816 -4.502 -0.005 0.010 -0.021 0.414
H -2.027 0.737 3.645 -0.090 0.027 -0.027 0.205
C 0.575 2.688 -1.306 0.744 0.524 0.331 0.604
N 0.054 -1.546 0.058 -0.104 0.259 -0.064 0.998
H -3.455 2.394 4.744 0.025 -0.011 -0.005 0.477
C -1.590 1.847 -1.946 0.594 0.067 0.095 -0.167
H 3.828 4.869 0.109 0.062 0.012 0.053 0.381
C -3.348 -1.934 1.021 0.003 0.077 -0.069 0.024
H -3.770 -4.352 -1.317 0.008 0.005 -0.001 0.435
O 2.156 -0.229 1.172 -0.333 -0.407 -0.717 0.167
C -2.936 3.039 -3.583 -0.034 -0.016 0.048 -0.769
H 0.435 5.650 4.641 -0.043 0.005 -0.014 0.418
H 4.296 -0.258 0.176 -0.032 0.035 0.024 0.256
C 3.953 1.250 1.573 -0.114 -0.154 -0.011 -1.708
H 2.383 -2.352 5.395 0.011 0.018 0.001 0.396
H 7.965 1.185 1.851 0.002 -0.051 -0.105 0.412
H 2.066 -0.704 2.017 -0.118 -0.048 -0.080 0.335
C 6.884 1.186 1.795 0.010 0.090 0.141 -0.259
H -3.407 -3.675 -4.096 0.008 -0.004 -0.021 0.445
C 2.431 0.827 -6.142 0.011 0.001 -0.043 -0.622
O -2.190 -0.035 0.066 -0.807 -0.146 0.227 0.566
C 2.605 1.184 -4.811 0.028 -0.005 0.051 -0.915
C -0.265 -4.913 -4.246 0.035 -0.037 -0.001 -1.063
N 0.816 1.705 -0.450 -0.392 0.064 -0.266 1.127
H 0.433 -5.241 1.070 -0.016 -0.003 -0.003 0.404
H -1.479 -1.427 3.001 0.086 0.024 0.033 1.117
C 1.703 1.508 2.789 -0.211 -0.012 -0.192 -0.023
C -4.086 -2.509 2.051 0.044 -0.012 0.005 -0.387
H -5.053 -5.383 0.540 -0.023 0.018 -0.016 0.409
C 0.431 -3.797 -3.807 -0.011 -0.010 -0.020 0.336
C -4.702 -3.740 1.878 0.005 -0.015 0.038 -1.044
C -4.646 0.717 1.496 -0.023 -0.001 0.017 -0.312
C 1.631 0.531 3.800 -0.102 0.289 0.128 0.597
H -6.407 1.922 1.682 0.000 -0.012 -0.002 0.405
C -3.413 0.359 2.040 -0.035 0.104 -0.058 -0.606
C 0.492 -1.385 -2.959 0.258 0.011 0.242 1.483
C 2.581 3.153 0.035 -0.588 -0.358 -0.417 2.068
H 1.512 -3.840 -3.757 0.005 0.030 0.030 0.457
H -3.564 1.277 -2.544 -0.017 0.012 -0.068 0.431
C 4.749 0.489 0.817 -0.060 0.005 0.087 0.152
C -1.262 -1.014 2.016 -0.262 0.149 -0.308 -0.424
H 1.482 -0.540 -7.490 -0.005 -0.008 0.010 0.402
C 1.215 -0.667 -4.110 -0.087 -0.016 -0.075 -0.350
C -0.501 -1.995 1.189 0.184 -0.130 0.221 -0.077
C 1.945 1.966 0.320 0.378 0.460 0.338 -3.308
C 0.330 4.800 3.980 0.092 0.021 0.128 -0.763
C 0.798 -2.375 -0.684 0.186 -0.240 0.059 0.714
C -2.327 -3.718 -4.018 -0.038 -0.023 -0.003 -0.581
H 2.274 -2.460 -2.234 0.044 -0.005 0.043 0.914
C -3.254 -2.606 -0.191 -0.020 0.141 0.007 0.201
C 4.515 3.630 1.608 -0.167 0.075 -0.080 -1.284
H 6.738 0.088 0.022 0.039 0.002 0.043 0.345
H -4.960 0.251 0.569 -0.015 0.014 -0.006 0.417
H -5.658 2.987 3.793 0.004 0.007 -0.004 0.392
S -0.534 3.190 2.206 0.355 0.057 0.010 0.427
C -5.031 2.254 3.299 0.040 0.007 0.019 -0.543
C -0.602 2.816 -2.144 -0.642 -0.069 -0.285 0.547
C -1.648 -4.880 -4.350 -0.013 -0.017 -0.018 -0.609
H 5.261 4.361 1.899 -0.037 0.061 -0.043 0.424
C -3.800 1.916 3.835 -0.057 0.071 0.087 -0.733
C -0.244 -2.630 -3.457 -0.074 0.059 0.011 -0.424
C 4.481 2.370 2.409 0.366 -0.009 0.028 1.245
C 0.332 -4.200 0.790 -0.009 0.078 0.002 -1.435
C -1.930 3.984 -3.763 0.004 0.058 -0.071 -0.892
C 0.865 -0.883 5.766 -0.121 -0.006 0.024 -0.670
C 0.937 -3.717 -0.357 0.035 0.008 0.038 -0.531
C -2.991 0.974 3.209 -0.007 -0.173 0.018 -0.247
H -3.857 3.125 -4.149 -0.005 -0.002 0.009 0.408
C -3.869 -3.837 -0.368 0.000 -0.061 -0.040 -0.654
C 2.412 1.114 1.492 -0.011 -0.039 0.417 1.561
O -0.391 -0.485 -2.398 -0.011 -0.364 -0.791 0.745
H 0.017 4.629 -3.149 -0.020 0.010 -0.083 0.430
C 2.001 0.444 -3.810 0.006 0.016 0.041 0.274
C 1.031 -1.004 -5.446 0.052 -0.010 0.062 -0.426
H 2.140 3.685 4.561 0.010 -0.090 -0.009 0.485
H 3.817 2.490 3.272 -0.007 0.018 0.010 -0.184
S 1.736 3.949 -1.251 -0.136 -0.349 0.241 -0.756
H -2.065 4.797 -4.466 0.012 0.007 0.013 0.375
S 6.112 1.987 3.140 -0.228 -0.053 -0.031 -0.311
H -2.144 -1.687 -3.322 -0.008 -0.017 0.017 0.550
H 0.403 -1.844 -5.712 -0.004 -0.009 0.002 0.395
C 2.362 -0.645 3.997 0.135 -0.146 -0.096 -1.092
H -5.271 -4.176 2.690 0.003 0.003 -0.005 0.397
H 1.978 -0.858 -1.515 0.157 -0.079 -0.004 -0.440
Al -0.834 0.289 -0.924 0.449 0.171 0.337 -0.694
H 3.265 -0.880 3.445 0.016 0.055 0.079 0.636
C 6.198 0.579 0.824 0.110 0.024 -0.079 -1.114
C -2.563 -0.636 1.254 0.301 -0.073 0.289 2.702
H 2.123 0.748 -2.777 0.008 0.033 -0.017 -0.151
H -1.510 5.318 2.884 0.048 0.043 0.061 0.497
C -4.587 -4.414 0.669 0.000 -0.029 -0.001 -0.597
```
Positions in Å, forces in eV/Å.